(1)
Molecular formula: C5H10N2
Method: DFT, ωB97M-V with the def2-TZVPD basis set

Structure (ORCA input):
```
! RIJCOSX wB97M-V def2-TZVPD def2/J DEFGRID3
* xyz 0 1
C 0.973 1.055 -0.237
C -0.119 -0.448 -0.374
C 0.465 2.018 0.784
C 0.436 -1.193 -1.459
C -1.814 -1.397 1.131
N 1.866 0.959 -1.104
N -0.843 -0.525 0.631
H -0.095 1.502 1.498
H -0.198 2.810 0.345
H 1.304 2.548 1.339
H 1.482 -1.394 -1.432
H 0.291 -0.513 -2.292
H -0.013 -2.186 -1.798
H -2.083 -2.225 0.469
H -2.808 -0.975 1.426
H -1.388 -1.807 2.055
H 2.542 1.771 -0.982
*
```

## Properties
HOMO-LUMO gap = 8.960 eV
energy above the lowest of the compared OMol25 structures with the same formula, charge and spin = 62.34 kcal/mol
SMILES = [H]/N=C(C)/C(C)=N/C



(2)
Molecular formula: CH4Cl2NP
Method: DFT, ωB97M-V with the def2-TZVPD basis set

Structure (ORCA input):
```
! RIJCOSX wB97M-V def2-TZVPD def2/J DEFGRID3
* xyz 0 1
C 2.158 -1.030 0.763
N 1.290 -0.072 0.710
P -1.985 1.312 -0.601
Cl -3.767 2.002 -0.607
Cl -2.622 -0.568 -0.189
H 2.264 -1.312 1.770
H 2.934 -1.543 0.081
H -1.238 0.780 -1.844
H 0.965 0.431 -0.084
*
```

## Properties
HOMO-LUMO gap = 9.468 eV
energy above the lowest of the compared OMol25 structures with the same formula, charge and spin = 60.64 kcal/mol
SMILES = ClPCl.C=N